{
  "formula": "C3H5N3O",
  "method": "ωB97M-V/def2-TZVPD",
  "species": ["N", "C", "N", "C", "O", "C", "N", "H", "H", "H", "H", "H"],
  "positions_angstrom": [[-0.24, 1.72, -1.56], [-1.26, 1.29, -0.79], [-2.12, 0.93, -0.08], [-0.20, -0.64, 1.57], [-1.09, -1.55, 1.28], [1.06, -0.91, 0.85], [1.48, -0.25, -0.15], [-0.45, 1.71, -2.55], [0.61, 1.21, -1.30], [-1.91, -1.32, 1.75], [1.68, -1.65, 1.38], [2.43, -0.53, -0.40]],
  "e_lumo_ha": 0.01086,
  "charge": 0,
  "gap_ev": 9.19,
  "e_tot_ha": -356.69686,
  "relative_energy_ev": 4.368
}